# 1
89
Properties=species:S:1:pos:R:3:forces:R:3:mulliken_spin:R:1 method="wB97M-V/def2-TZVPD" s_squared=6.018 orbital_gap_ev="7.23 / 6.99" e_homo_ev="-7.28 / -7.43" total_charge=0 multiplicity=5 lumo_ev="0.0 / -0.4" e_tot_ev=-182694.6483
Fe -0.977 0.285 -1.124 -0.6 -0.6 -0.5 3.609
C 2.072 3.029 -1.876 -0.1 0.1 0.4 -0.002
N 1.395 2.352 -0.746 -0.1 0.0 -0.2 -0.003
P 1.861 0.751 -0.328 0.2 0.2 0.4 0.026
C 3.643 0.971 0.043 -0.1 0.2 0.0 0.005
C 4.691 0.733 -0.842 0.1 0.1 0.0 0.001
C 6.001 1.024 -0.473 -0.1 0.0 0.0 0.000
C 6.274 1.558 0.778 -0.1 0.0 0.0 0.001
C 5.233 1.799 1.669 0.0 0.0 0.0 0.000
C 3.927 1.503 1.305 0.0 0.0 0.0 0.004
C 1.819 -0.196 -1.887 0.2 -0.1 0.1 -0.001
C 0.991 0.172 -2.943 0.0 0.0 -0.1 0.000
C 0.836 -0.652 -4.054 0.1 -0.1 -0.1 0.014
C 1.521 -1.851 -4.124 0.1 0.1 -0.1 0.001
C 2.342 -2.240 -3.069 0.1 0.2 0.0 0.008
C 2.480 -1.429 -1.956 0.0 0.0 -0.1 -0.011
P -0.297 2.614 -0.343 0.8 0.0 0.0 0.005
C -0.466 4.408 -0.648 -0.1 0.0 -0.2 0.025
C 0.610 5.279 -0.440 -0.1 0.0 0.0 0.001
C 0.450 6.642 -0.624 0.0 0.0 0.0 0.000
C -0.782 7.156 -1.020 0.1 0.0 0.0 0.000
C -1.854 6.303 -1.216 0.0 0.0 0.0 0.000
C -1.695 4.934 -1.032 -0.1 0.0 0.1 0.002
C -0.334 2.537 1.478 0.0 0.0 0.1 -0.013
C -1.201 1.634 2.085 -0.1 0.1 0.0 0.019
C -1.237 1.504 3.470 0.0 0.1 -0.1 0.002
C -0.418 2.298 4.255 0.0 0.0 -0.1 0.000
C 0.429 3.231 3.658 -0.1 -0.1 0.1 0.001
C 0.469 3.351 2.282 0.1 -0.1 0.0 -0.008
H 2.440 2.312 -2.600 0.0 -0.2 -0.1 0.002
H 2.930 3.602 -1.516 0.0 0.0 0.0 0.000
H 1.404 3.714 -2.392 -0.1 0.0 0.0 0.001
H 4.492 0.326 -1.824 0.0 0.0 0.0 0.000
H 6.808 0.836 -1.170 0.0 0.0 0.0 0.000
H 7.295 1.781 1.062 0.0 0.0 0.0 0.000
H 5.441 2.209 2.650 0.0 0.0 0.0 0.000
H 3.115 1.688 2.003 0.0 0.0 0.0 -0.001
H 0.476 1.124 -2.936 0.0 0.2 0.0 0.012
H 0.177 -0.348 -4.857 0.0 0.0 0.0 0.000
H 1.398 -2.498 -4.984 0.0 0.0 0.1 0.000
H 2.854 -3.194 -3.103 0.0 0.0 0.0 0.000
H 3.098 -1.761 -1.130 0.0 0.0 0.0 0.000
H 1.575 4.896 -0.141 0.0 0.0 0.0 0.000
H 1.289 7.305 -0.457 0.0 0.0 0.0 0.000
H -0.901 8.222 -1.169 0.0 0.0 0.0 0.000
H -2.821 6.689 -1.514 0.0 0.0 0.0 0.000
H -2.549 4.282 -1.171 0.1 0.1 0.0 -0.001
H -1.875 1.031 1.483 0.1 0.0 0.0 0.003
H -1.899 0.776 3.923 0.0 0.1 0.0 0.000
H -0.440 2.203 5.333 0.0 0.0 0.0 0.000
H 1.054 3.870 4.270 0.0 0.0 0.0 0.000
H 1.135 4.078 1.839 0.0 0.0 0.0 -0.001
C -4.768 -1.907 1.062 0.1 0.0 0.1 0.002
S -4.497 -1.682 -0.709 -0.1 0.0 0.2 0.008
C -4.389 0.053 -0.819 -0.1 -0.2 0.3 0.047
C -3.648 0.657 -1.762 0.3 0.1 -0.5 -0.009
S -2.472 -0.093 -2.853 -0.1 0.4 0.2 0.111
S -3.933 2.369 -1.929 0.1 0.1 -0.3 0.002
C -4.992 2.600 -0.600 0.0 0.0 0.2 0.000
S -5.557 4.063 -0.111 0.0 0.0 0.0 0.001
S -5.364 1.104 0.181 -0.2 -0.1 0.1 0.006
H -4.933 -2.975 1.197 0.0 0.0 0.0 0.000
H -5.648 -1.371 1.416 0.0 0.0 0.0 0.000
H -3.882 -1.614 1.627 0.0 0.0 -0.1 -0.001
S -0.594 -3.294 -2.319 -0.3 -0.1 0.1 0.001
P -0.827 -3.217 -0.390 0.0 0.1 0.0 0.022
S -1.090 -1.371 0.499 0.0 0.0 0.3 0.092
C 0.598 -3.924 0.500 0.1 -0.1 0.1 -0.001
C 1.574 -3.117 1.075 0.0 -0.1 0.1 -0.002
C 2.685 -3.683 1.691 0.0 0.0 0.0 0.002
C 2.825 -5.063 1.739 0.0 0.0 0.0 0.000
C 1.855 -5.878 1.165 0.0 0.1 0.0 0.000
C 0.749 -5.311 0.546 0.1 0.0 0.0 -0.001
C -2.231 -4.212 0.211 -0.1 -0.1 0.1 0.006
C -2.370 -4.494 1.571 0.0 0.0 0.0 0.000
C -3.455 -5.230 2.028 0.0 0.0 -0.1 0.001
C -4.414 -5.683 1.127 0.0 0.0 0.0 0.001
C -4.287 -5.393 -0.225 0.1 0.1 0.0 0.001
C -3.196 -4.658 -0.684 0.0 -0.1 0.1 0.001
H 1.445 -2.042 1.061 0.0 0.1 0.0 0.010
H 3.436 -3.044 2.143 0.0 0.0 0.0 0.000
H 3.686 -5.506 2.225 0.0 0.0 0.0 0.000
H 1.961 -6.956 1.199 0.0 0.0 0.0 0.000
H 0.002 -5.950 0.089 0.0 0.0 0.0 0.000
H -1.625 -4.138 2.274 0.0 0.0 0.0 0.000
H -3.555 -5.449 3.084 0.0 0.0 0.0 0.000
H -5.256 -6.265 1.481 0.0 0.0 0.0 0.000
H -5.039 -5.737 -0.928 0.1 0.0 0.0 0.000
H -3.076 -4.431 -1.737 0.0 0.0 0.0 0.000

***

# 2
13
Properties=species:S:1:pos:R:3:forces:R:3:nbo_charge:R:1 method="wB97M-V/def2-TZVPD" relative_energy_kj_mol=554.4 orbital_gap_ev="8.45 / 8.93" e_homo_ev="-14.14 / -14.72" total_charge=+1 lumo_ev="-5.7 / -5.8" e_tot_ev=-7229.9924
C -1.112 0.346 -0.812 0.2 2.7 2.3 -0.027
C -1.764 1.692 -1.077 -0.8 -1.1 0.0 -0.213
C -0.077 0.173 0.243 -2.0 0.4 -1.4 0.247
C 1.679 -1.091 1.142 2.9 0.6 1.7 -0.455
N -1.702 -0.528 -1.404 -1.0 -1.1 -1.5 -0.100
N 0.657 -0.833 0.243 -0.1 -1.2 -1.6 -0.353
H -2.815 1.987 -0.884 0.8 -0.8 0.4 0.240
H -1.384 2.177 -1.928 0.6 0.7 -1.0 0.201
H -0.083 0.880 1.027 0.5 0.8 0.9 0.240
H 1.649 -0.278 1.919 -0.3 -1.7 0.1 0.245
H 1.747 -2.184 1.343 -0.3 1.0 0.7 0.268
H 2.648 -0.815 0.688 -0.3 -0.4 -0.4 0.257
H 0.558 -1.524 -0.502 -0.3 0.2 -0.2 0.450

***

# 3
37
Properties=species:S:1:pos:R:3:forces:R:3:nbo_charge:R:1 method="wB97M-V/def2-TZVPD" relative_energy_kj_mol=72.1 orbital_gap_ev=9.47 e_homo_ev=-9.85 total_charge=0 lumo_ev=-0.4 e_tot_ev=-25039.4159
He 0.005 0.507 -0.063 0.0 -0.2 0.0 0.002
O 0.745 2.493 -1.193 -0.7 0.3 -0.2 -0.973
H 0.966 3.328 -1.607 0.0 0.4 0.0 0.481
H 1.583 2.039 -1.106 0.8 -0.4 0.2 0.503
O 2.531 -0.697 1.142 0.3 -0.2 -0.4 -0.987
H 2.734 0.018 0.540 0.1 0.1 -0.4 0.484
H 2.614 -0.309 2.013 -0.4 0.1 0.6 0.498
O -1.088 2.841 1.124 -0.5 0.1 0.2 -0.964
H -0.483 2.526 0.452 0.3 0.0 -0.4 0.490
H -0.664 2.618 1.953 0.1 -0.1 0.2 0.469
O 3.212 1.225 -1.146 -0.2 0.0 0.2 -0.962
H 3.210 0.648 -1.911 -0.1 -0.4 -0.3 0.497
H 3.991 1.770 -1.259 0.3 0.2 0.1 0.493
O -0.248 -1.438 -4.163 0.3 -0.8 -0.5 -0.975
H -0.150 -0.549 -3.819 0.0 0.3 0.2 0.479
H -0.489 -1.964 -3.400 -0.2 -0.2 0.1 0.469
O -1.790 -2.624 0.720 -0.5 -0.2 0.2 -0.975
H -2.152 -1.849 0.291 -0.2 0.3 -0.2 0.475
H -0.842 -2.488 0.701 0.6 -0.2 0.0 0.489
O 1.032 -2.985 0.593 -0.2 -0.4 0.0 -0.976
H 1.468 -3.523 -0.068 -0.1 -0.2 -0.2 0.471
H 1.672 -2.307 0.812 0.3 0.7 0.2 0.500
O -3.475 0.324 0.509 0.0 0.0 0.0 -0.960
H -4.130 0.076 1.161 -0.2 -0.2 0.0 0.479
H -3.140 1.168 0.815 0.4 0.4 0.1 0.489
O 1.707 -0.097 3.726 1.0 0.4 0.1 -0.975
H 0.789 -0.369 3.748 -0.9 -0.1 -0.2 0.499
H 2.193 -0.868 4.018 0.2 -0.2 0.3 0.464
O -0.384 1.009 -3.229 -0.2 0.2 -0.4 -0.973
H 0.079 1.532 -2.575 0.2 0.4 0.8 0.500
H -0.482 1.594 -3.980 -0.2 0.1 -0.3 0.482
O -2.780 -0.311 -2.182 -0.1 -0.3 -0.2 -0.973
H -2.053 0.199 -2.540 0.3 0.1 -0.3 0.476
H -3.015 0.142 -1.372 -0.3 0.0 0.4 0.480
O -0.854 -1.026 3.496 0.2 0.2 0.1 -0.937
H -1.649 -0.756 3.955 -0.3 0.1 0.1 0.481
H -0.660 -1.896 3.844 -0.1 -0.5 -0.1 0.482

***

# 4
16
Properties=species:S:1:pos:R:3:forces:R:3:nbo_charge:R:1 method="wB97M-V/def2-TZVPD" relative_energy_kj_mol=362.6 smiles="OCC=C=CC#CCCl" orbital_gap_ev=7.97 e_homo_ev=-8.13 total_charge=0 lumo_ev=-0.2 e_tot_ev=-21936.8847
O 0.580 2.891 -2.130 0.3 0.0 -2.0 -0.718
C 0.067 1.557 -2.365 0.5 -0.6 0.0 -0.080
C -0.505 0.957 -1.097 0.7 0.8 -1.1 -0.346
C 0.029 1.088 0.056 0.4 0.6 1.0 0.260
C 0.442 0.969 1.297 1.5 -0.1 0.9 -0.414
C 0.222 -0.357 1.748 0.8 -1.4 -0.1 0.024
C -0.011 -1.533 1.918 -0.2 1.0 0.0 -0.038
C -0.142 -2.939 2.122 0.5 -1.6 1.5 -0.437
Cl -1.759 -3.722 1.881 -0.1 0.4 -0.3 -0.074
H 0.690 3.331 -3.046 -0.2 -1.2 2.3 0.474
H -0.831 1.666 -2.958 0.1 -0.3 -0.8 0.182
H 0.827 0.839 -2.801 -0.7 1.0 0.0 0.178
H -1.372 0.357 -1.158 -1.7 0.3 -0.1 0.240
H 1.137 1.630 1.864 -1.7 0.2 -0.2 0.262
H 0.071 -3.244 3.189 0.1 0.6 -1.2 0.247
H 0.554 -3.491 1.478 -0.3 0.2 0.2 0.241